A cluster of 2 separate species, H2Se in total. Source: the Open Molecules 2025 dataset; level of theory: ωB97M-V/def2-TZVPD.

ORCA input file:
```
! wB97M-V def2-TZVPD RIJCOSX def2/J DEFGRID3
* xyz 0 3
Se -0.80468 -0.83142 0.12404
H 0.52580 1.40158 0.49438
H 0.27887 -0.57017 -0.61842
*
```

For the HOMO-LUMO gap (alpha / beta), the calculation gives 10.2 / 6.9 eV. As for the strongest force on any atom: 3.9 eV/Å. The lowest unoccupied orbital energy (alpha / beta) comes out at 1.2164 / -2.5993 eV.